(1)
# C24H43FeN2OP3S

A molecular structure, C24H43FeN2OP3S (wB97M-V/def2-TZVPD, the OMol25 dataset).

The geometry in ORCA input format:
```
! RIJCOSX wB97M-V def2-TZVPD def2/J DEFGRID3
* xyz 3 6
Fe 0.0151 0.1134 -0.0983
S 2.0730 -1.8536 4.2997
P -1.6260 -1.5231 1.3260
P 2.1373 0.3875 -0.8095
P -0.8746 1.7198 1.0040
O -0.4801 1.8987 -2.3399
N 1.6488 -1.2898 1.7718
N 1.7745 0.5857 3.2565
C -1.8338 -3.2892 0.8467
C -2.0894 3.5687 -3.1311
C -2.5237 2.2367 0.3934
C -1.4449 -0.8335 -1.7334
C -3.4083 -1.0297 1.3612
C 1.6426 -4.9616 1.0333
C -2.5368 4.3356 -4.2146
C 0.1926 3.1936 0.8217
C 2.9233 -1.1233 -1.4880
C -0.3541 -1.7169 -1.6656
C 1.8026 -2.6826 1.8195
C -0.9880 2.7136 -3.3193
C -1.9102 4.2496 -5.4625
C -0.3255 2.6621 -4.5577
C 1.8424 -5.4357 2.3390
C 2.0122 -4.5371 3.4007
C 2.3957 1.5663 -2.1923
C -0.8046 3.4154 -5.6275
C -1.1534 1.6597 2.8031
C 1.6259 -3.5901 0.7664
C 1.8390 -0.7516 2.9575
C -1.3828 -1.8415 3.1301
C 3.5082 0.9518 0.2720
C 1.9975 -3.1721 3.1390
H -3.3053 1.6910 0.9373
H -2.6660 2.0338 -0.6779
H -2.3300 -2.2086 3.5518
H 3.2850 1.9423 0.6897
H 1.5021 -5.6665 0.2119
H -1.0832 -0.9340 3.6638
H -1.9992 1.0084 3.0521
H -0.3038 3.3410 -6.5937
H -3.9932 -1.8770 1.7456
H -1.3699 2.6830 3.1410
H -2.2855 4.8333 -6.3036
H -3.7503 -0.7884 0.3485
H 2.0649 1.2348 2.5332
H 4.4246 1.0231 -0.3326
H -3.5665 -0.1607 2.0103
H -2.4115 -1.0188 -1.2703
H -2.6251 3.3154 0.5725
H 2.3686 -1.4807 -2.3616
H -2.1462 -3.3740 -0.1995
H -3.3886 5.0046 -4.0800
H 3.9566 -0.8938 -1.7803
H -1.4160 -0.0670 -2.5121
H 0.4197 -1.6406 -2.4249
H -0.6060 -2.6022 3.2836
H -0.3915 -2.6264 -1.0669
H -0.2478 1.2952 3.3066
H 0.8545 3.2759 1.6947
H 2.9296 -1.9103 -0.7257
H 3.3028 1.3050 -2.7520
H 1.5178 1.5271 -2.8452
H -0.9908 1.7747 -1.4542
H 2.4772 2.5859 -1.7962
H 0.5480 2.0168 -4.6613
H 2.0828 0.8023 4.2015
H -0.4534 4.0789 0.7646
H 3.6720 0.2318 1.0821
H -2.5994 -3.7476 1.4891
H -0.8872 -3.8279 0.9811
H 1.4658 -3.2026 -0.2388
H -2.5738 3.6350 -2.1565
H 1.8614 -6.5086 2.5260
H 0.8124 3.1357 -0.0841
H 2.1501 -4.8660 4.4281
*
```

Calculated values
* HOMO energy (alpha / beta): -15.14 / -15.14 eV
* <S²>: 8.80
* orbital gap (alpha / beta): 6.266 / 2.308 eV
* E_LUMO (alpha / beta): -8.876 / -12.827 eV



(2)
# C2H6N3

A gas-phase ion, C2H6N3 (charge +1) (wB97M-V/def2-TZVPD, the OMol25 dataset).

The geometry in ORCA input format:
```
! RIJCOSX wB97M-V def2-TZVPD def2/J DEFGRID3
* xyz 1 1
N 0.1752 -1.0062 -0.1029
N -0.1615 1.3291 0.5534
N -0.9973 0.3877 -1.6031
C 0.8645 -2.0516 0.2671
C -0.3618 0.0853 -0.5928
H 1.8406 -2.1603 0.1140
H -1.2993 1.3426 -1.6818
H 0.3301 -2.7741 0.7356
H 0.6873 1.4690 1.0746
H -0.8012 1.2858 1.3319
H -0.2767 2.0928 -0.0961
*
```

Calculated values
* SMILES: [H]/N=C(\[NH3+])N=C
* HOMO energy: -14.29 eV
* orbital gap: 9.411 eV
* E_LUMO: -4.878 eV
* energy relative to the best compared isomer or geometry (same formula, charge and spin): 73.52 kcal per mole



(3)
# C10H14N2PSr

A molecular structure, C10H14N2PSr (wB97M-V/def2-TZVPD, the OMol25 dataset).

The geometry in ORCA input format:
```
! RIJCOSX wB97M-V def2-TZVPD def2/J DEFGRID3
* xyz -1 1
Sr 2.2688 1.2465 0.3066
P -0.1963 2.9310 -0.1281
N 0.6894 0.7573 2.0397
N 0.9256 -0.8764 0.4088
C -0.7003 -1.1910 2.2821
C 0.2831 0.0580 -2.7245
C 0.1214 1.3150 3.1483
C -0.8586 0.6396 3.8520
C -1.2707 -0.6315 3.4268
C 1.5028 -0.8098 -2.8039
C -0.3515 -2.0645 -3.3726
C 0.2699 -0.4455 1.6303
C 1.0667 -2.0890 -3.2190
C -0.8197 -0.7498 -3.0810
H 0.2484 -1.0003 -0.3565
H 1.2642 -1.8366 0.5116
H -0.9773 -2.1609 1.8617
H -2.0320 -1.1755 3.9873
H -1.2993 1.1087 4.7310
H 1.7110 -2.9485 -3.4001
H -0.9721 -2.9041 -3.6820
H 0.2701 1.1310 -2.5153
H -1.8567 -0.4199 -3.1296
H -1.5600 2.5027 -0.1323
H 2.5339 -0.4773 -2.6494
H -0.3499 3.8168 -1.2415
H -0.3962 3.9626 0.8499
H 0.4852 2.3113 3.3997
*
```

Calculated values
* HOMO energy: -0.80 eV
* orbital gap: 3.306 eV
* E_LUMO: 2.502 eV
* energy relative to the best compared isomer or geometry (same formula, charge and spin): 1.41 kcal per mole



(4)
# C37H27CrNO9

A molecular structure, C37H27CrNO9 (wB97M-V/def2-TZVPD, the OMol25 dataset).

The geometry in ORCA input format:
```
! RIJCOSX wB97M-V def2-TZVPD def2/J DEFGRID3
* xyz 1 4
Cr 4.2233 4.3402 1.0025
O -3.7410 -0.7259 2.0141
O 1.2268 4.3236 0.4706
O 5.0448 -1.7387 0.4583
O -2.4374 -1.6034 3.6300
O 5.0127 0.3814 -0.1291
O -1.4385 2.5867 1.7720
O -3.3291 1.4704 1.2779
O 4.0239 3.2310 -1.8358
O 3.8981 6.8912 -0.6409
N 4.4434 -0.6524 0.3051
C 2.5117 -1.6330 1.4045
C -2.6263 -0.7049 2.8283
C 0.5288 2.3547 4.6782
C -2.1683 5.6398 4.6972
C -0.3458 0.2181 3.0784
C 0.7503 -0.1519 2.1104
C -0.8778 -0.0996 7.1563
C 4.1950 3.5247 -0.7218
C 2.3480 4.2880 0.7923
C -0.8312 5.8375 4.3308
C 1.7614 2.5128 3.9973
C 6.0309 3.2761 1.5029
C 0.4504 1.3107 5.7026
C 1.3602 -1.4163 2.1436
C -2.6852 -0.4041 -0.1843
C 2.8383 2.7139 3.4523
C -1.6960 0.4097 2.6459
C -0.4240 3.4564 4.5795
C 4.0460 3.3296 2.9421
C -3.6753 0.1187 0.8509
C -5.0820 0.2529 0.2672
C -0.6504 1.1438 6.5682
C 4.9242 2.6365 2.0820
C 4.2381 4.7298 3.0868
C 1.4790 0.3415 5.7296
C 0.0291 4.7475 4.2356
C 4.0840 5.9665 0.0429
C -2.1009 1.5665 1.8878
C -2.6666 4.3425 4.8680
C 3.0721 -0.5674 0.6809
C -1.8002 3.2554 4.7920
C 1.2394 0.8672 1.2831
C 5.3553 5.3682 2.5372
C 0.1100 -1.0919 7.0987
C 6.2496 4.6411 1.7337
C 2.3913 0.6602 0.5454
C 1.3171 -0.8481 6.4315
H -3.7277 4.1635 5.0439
H -5.0555 0.9754 -0.5515
H 5.5121 6.4351 2.7202
H 0.7311 1.8342 1.2892
H 2.8171 1.4333 -0.0869
H 7.0974 5.1459 1.2675
H 2.1221 -1.5852 6.4216
H -1.3391 1.9701 6.7438
H -1.6740 -0.4957 0.2362
H 0.9247 -2.1991 2.7669
H -2.8260 6.4953 4.8279
H 2.3884 0.5235 5.1566
H -2.6782 0.2851 -1.0403
H 4.7357 1.5821 1.8633
H -2.1892 2.2384 4.8960
H -0.3604 -0.4311 3.9592
H 3.4890 5.2988 3.6460
H 1.0604 4.8615 3.8953
H -0.4452 6.8325 4.1068
H -3.0158 -1.3958 -0.5195
H 3.0329 -2.5813 1.4292
H -5.4387 -0.7046 -0.1151
H -0.0558 -2.0562 7.5801
H -1.8345 -0.2899 7.6484
H 6.6975 2.6948 0.8606
H -5.7672 0.6098 1.0387
H -0.1057 1.2582 3.3520
*
```

Calculated values
* HOMO energy (alpha / beta): -9.68 / -11.47 eV
* <S²>: 3.81
* orbital gap (alpha / beta): 6.182 / 5.689 eV
* E_LUMO (alpha / beta): -3.494 / -5.781 eV



(5)
# C62H75HfN7PSSi5Te

A molecular structure, C62H75HfN7PSSi5Te (wB97M-V/def2-TZVPD, the OMol25 dataset).

The geometry in ORCA input format:
```
! RIJCOSX wB97M-V def2-TZVPD def2/J DEFGRID3
* xyz 1 1
Hf -0.4907 1.2824 0.4665
Te 0.8948 -1.3965 -0.0464
S 2.4084 5.4183 5.3838
P -2.7096 -0.4470 -0.4835
Si 1.2419 -2.8342 -3.8145
Si 1.7488 -5.7521 -1.5002
Si 1.1688 -2.1923 2.3250
Si 4.1152 -2.7865 -1.4185
Si 1.8440 -3.3534 -1.6206
N 4.4576 1.8953 0.3076
N -0.9993 3.2807 0.1443
N -0.5938 1.3745 -1.7141
N 1.0161 2.3853 2.2591
N 2.2972 1.5498 -0.0971
N -1.8589 6.6235 6.5059
N -0.8315 3.6631 -1.1940
C 5.1632 -3.3600 -2.8509
C 3.2444 1.5621 0.8032
C -2.7659 -2.2467 -0.2343
C 2.0800 -4.1732 -4.8204
C -4.2264 -1.0788 -2.8301
C 1.9477 4.2083 4.1589
C -3.1446 -4.2111 1.1208
C -6.2588 -0.0577 1.5056
C -3.6516 6.0433 1.9926
C 4.2959 -0.9424 -1.3270
C 2.5019 1.9055 -2.6240
C -3.6022 -0.1193 -2.0387
C -5.8852 0.5934 2.6456
C -0.0419 5.0609 6.6461
C -1.9269 1.7347 3.2555
C -4.3860 1.6114 -3.5302
C -2.2337 -3.0608 -1.2280
C -1.7837 4.5272 2.1229
C 2.9562 1.8745 -1.3053
C -5.2882 -0.3286 0.5251
C 0.2173 7.0842 5.3927
C 3.4163 -6.1542 -2.2416
C 1.3603 3.6363 1.9192
C -0.6548 2.7228 -2.0629
C -3.7497 5.7652 0.6338
C -4.5490 1.0078 2.8432
C -1.0851 7.4101 5.7551
C -2.8838 4.8637 0.0293
C -2.6592 5.4189 2.7304
C 4.7642 2.4446 -3.3409
C -3.6788 1.2272 -2.4030
C -3.2140 -2.8306 0.9488
C -3.5553 0.7355 1.8588
C 5.2352 2.4160 -2.0454
C -2.1750 1.1247 2.0448
C -2.6543 -5.0178 0.1029
C 1.2150 2.0287 3.5332
C 0.7397 5.8816 5.8435
C -0.5447 2.1907 -4.4219
C -4.1912 1.6814 4.0389
C 2.0472 -1.2261 -4.2988
C -0.6232 0.4626 -2.7571
C -0.6143 0.8002 -4.0599
C 1.6630 -6.6933 0.0910
C 1.8307 4.5658 2.8282
C 3.4135 2.1824 -3.6235
C -2.2084 -4.4343 -1.0798
C -0.5548 -2.8354 -4.3144
C -1.3328 5.4741 6.9425
C 1.1370 -4.0212 2.4867
C -3.9828 0.0505 0.7034
C -2.8977 2.0257 4.2431
C -0.5512 3.1193 -3.4542
C 1.6753 2.8918 4.5076
C -5.0184 0.6510 -4.3129
C -1.8956 4.2163 0.7730
C 2.7422 -1.5346 3.0841
C 4.7206 -3.5072 0.1926
C -0.2829 -1.5436 3.2823
C 0.5106 -6.5333 -2.6685
C -4.9332 -0.6894 -3.9657
C 4.3090 2.1078 -1.0525
H 4.0993 -3.1464 1.0195
H 3.9830 -0.4513 -2.2579
H 6.2760 2.6184 -1.8127
H -3.1843 1.9795 -1.7943
H -0.2861 -1.9937 4.2851
H 3.5956 -1.6552 2.4087
H -5.4262 -1.4411 -4.5722
H 0.8051 7.7485 4.7716
H -0.5963 -2.7750 -5.4076
H -2.6328 -6.0973 0.2245
H -1.9747 4.8583 7.5663
H -1.8473 -5.0430 -1.8914
H -0.5169 4.1849 -3.6513
H -3.6377 -2.2140 1.7347
H 4.2525 -5.7764 -1.6423
H -4.3283 6.7456 2.4643
H -5.5822 0.9494 -5.1902
H -1.0681 -3.7573 -4.0134
H 1.7555 -0.9564 -5.3216
H -3.4942 -4.6540 2.0481
H 3.1577 -4.2122 -4.6165
H 2.6701 -0.4706 3.3428
H 0.9952 0.9986 3.7871
H -0.6515 -0.5814 -2.4671
H -2.5504 5.6333 3.7875
H -7.2843 -0.3768 1.3587
H -4.4453 2.6599 -3.7969
H 1.8149 2.5418 5.5227
H -1.5282 8.3423 5.4174
H 4.6750 -4.6039 0.2007
H 1.6670 -5.1700 -4.6320
H 3.1189 1.3104 1.8453
H -0.9947 4.0932 2.7173
H 5.3128 1.9482 0.8314
H 5.3408 -0.6677 -1.1320
H 2.0605 5.5722 2.5012
H 0.3445 4.1278 7.0391
H 0.2989 -4.4463 1.9256
H -2.9595 4.6594 -1.0301
H -0.6574 0.0308 -4.8198
H 3.5140 -5.7547 -3.2579
H 3.0762 2.1936 -4.6546
H 1.7687 -0.4008 -3.6367
H -0.3745 -6.9067 -2.1488
H -6.6100 0.7982 3.4289
H 3.1405 -1.3244 -4.2741
H 2.0662 -4.4760 2.1359
H -1.2219 -1.8050 2.7917
H 1.0006 -7.3894 -3.1474
H -0.2778 -0.4601 3.4072
H 1.0094 -4.2742 3.5480
H -2.5969 2.5435 5.1485
H 0.7075 -6.5791 0.6045
H -1.8646 -2.6165 -2.1486
H 4.8764 -2.8316 -3.7682
H -4.1776 -2.1275 -2.5659
H 1.4748 1.7092 -2.8679
H 2.4619 -6.4110 0.7786
H 5.7580 -3.2115 0.3884
H 0.1821 -5.8548 -3.4645
H -0.9331 2.0299 3.5205
H 3.5102 -7.2462 -2.3017
H 2.9597 -2.0900 4.0069
H 1.9501 -3.9525 -5.8874
H -5.5802 -0.8561 -0.3764
H 3.6724 -0.5415 -0.5181
H -0.4761 2.4770 -5.4666
H 6.2124 -3.1233 -2.6418
H 1.2370 3.9073 0.8818
H -4.9594 1.9056 4.7737
H 5.0948 -4.4319 -3.0461
H 5.4496 2.6601 -4.1527
H -4.5082 6.2545 0.0319
H -1.1225 -1.9919 -3.9126
H 1.7935 -7.7542 -0.1558
*
```

Calculated values
* HOMO energy: -8.83 eV
* orbital gap: 6.050 eV
* E_LUMO: -2.777 eV
* energy relative to the best compared isomer or geometry (same formula, charge and spin): 35.12 kcal per mole



(6)
# C2H14N2O3

4 unconnected molecules or ions with the total composition C2H14N2O3 (wB97M-V/def2-TZVPD, the OMol25 dataset).

The geometry in ORCA input format:
```
! RIJCOSX wB97M-V def2-TZVPD def2/J DEFGRID3
* xyz -1 2
O 0.7516 -1.8100 -3.7484
O 2.1914 1.1263 3.2051
O 1.2918 -3.7102 5.7910
N -0.3092 1.3380 0.4891
N -1.3644 0.9415 -3.0979
C -0.9096 0.7347 -0.7072
C -0.7504 1.6335 -1.9344
H -0.8541 1.2385 1.3358
H 0.3425 -3.5737 5.7134
H -1.9560 0.4506 -0.5592
H -1.6502 1.6472 -3.7804
H 0.5886 -1.6222 -4.6574
H -1.3051 2.5393 -1.7111
H -0.4181 -0.2336 -0.8646
H -0.1508 -1.8329 -3.3769
H -2.3180 0.6680 -2.8651
H 1.4960 0.6083 3.6456
H 2.8549 0.4222 3.2486
H 1.6816 -3.0386 5.2404
H 0.3126 1.7012 -2.1291
H 0.4751 0.7717 0.7627
*
```

Calculated values
* HOMO energy (alpha / beta): 0.68 / -6.45 eV
* <S²>: 0.75
* orbital gap (alpha / beta): 2.258 / 9.368 eV
* E_LUMO (alpha / beta): 2.935 / 2.916 eV
* energy relative to the best compared isomer or geometry (same formula, charge and spin): 12.43 kcal per mole



F_max for every record listed, in sequence, given in eV/A: 3.777; 7.293; 2.323; 4.851; 1.441; 1.903.
E for every record listed, in sequence, given in Eh: -3809.9761; -243.7178; -870.9150; -3202.0892; -5293.9324; -419.7642.